# 1
Molecular formula: C23H18BrCoN4O4S
Method: DFT, ωB97M-V/def2-TZVPD

Each line ends with the Löwdin charge.
Cartesian coordinates (Å):
Co1 -0.51113 0.69456 -0.11525  0.255
O1 4.80953 -0.23620 2.84858  0.114
C1 3.68462 0.00126 2.16277  -0.295
C2 3.64850 0.20258 0.78297  0.023
C3 2.42770 0.43507 0.19677  -0.093
N1 1.26923 0.47956 0.87263  -0.031
C4 1.33091 0.29783 2.19205  -0.681
Br1 -0.27616 0.39616 3.17010  0.872
C5 2.49768 0.05358 2.88324  -0.018
H1 5.57527 -0.25820 2.26291  0.127
H2 4.54815 0.18169 0.18234  0.125
H3 2.35484 0.59538 -0.87168  0.121
H4 2.49749 -0.09394 3.95257  0.126
O2 -0.57231 2.40570 0.60522  -0.255
N2 -1.77473 2.99813 0.72939  -0.166
C6 -1.76526 4.26760 1.19561  -0.009
C7 -2.93312 4.95258 1.36029  -0.040
C8 -4.13736 4.31284 1.03927  -0.047
C9 -4.11843 3.02017 0.58499  -0.069
C10 -2.90631 2.32415 0.43394  -0.624
S1 -2.78819 0.69265 -0.08440  0.758
H5 -0.78156 4.65498 1.41094  0.143
H6 -2.90449 5.96441 1.73494  0.115
H7 -5.07772 4.83563 1.14732  0.118
H8 -5.02776 2.49469 0.33216  0.114
O3 1.51099 -6.72039 1.65547  0.132
C11 1.01520 -5.60007 2.21781  -0.480
O4 0.90664 -5.50548 3.40385  0.147
C12 0.64071 -4.47995 1.28794  -0.124
C13 1.31702 -4.23663 0.09966  -0.009
C14 0.99856 -3.12697 -0.67228  -0.009
C15 -0.01362 -2.27867 -0.25020  -0.245
C16 -0.70956 -2.52512 0.92664  -0.014
C17 -0.37492 -3.62013 1.69901  0.019
N3 -0.32348 -1.08091 -0.96913  0.016
C18 -0.36101 -1.08317 -2.24776  -0.019
C19 -0.47876 0.21066 -2.94534  -0.239
C20 -0.66741 0.31790 -4.30875  0.012
C21 -0.75673 1.59529 -4.85488  -0.027
C22 -0.64976 2.68858 -4.01579  -0.019
C23 -0.45463 2.48481 -2.65264  -0.076
N4 -0.36724 1.27082 -2.12937  0.051
H9 1.43042 -6.69101 0.69577  0.104
H10 2.13493 -4.87348 -0.21574  0.124
H11 1.57043 -2.90568 -1.56444  0.118
H12 -1.50808 -1.85716 1.22339  0.088
H13 -0.88644 -3.81800 2.63115  0.134
H14 -0.30678 -2.00372 -2.82558  0.148
H15 -0.75040 -0.56846 -4.92318  0.125
H16 -0.91230 1.72746 -5.91673  0.120
H17 -0.71040 3.69662 -4.40135  0.117
H18 -0.36276 3.30997 -1.95720  0.122

ΔE to the lowest compared entry with this formula, charge and spin = 2.3 kcal/mol
Total charge = +1
Spin multiplicity = 2
HOMO (spin up / spin down) = -10.63 / -10.72 eV
Orbital gap (spin up / spin down) = 0.2542 / 0.2580 Eh
Energy = -156793.8385 eV

# 2
Molecular formula: C23H18BrCrF6I2N4O6S2
Method: DFT, ωB97M-V/def2-TZVPD

Each line ends with the Löwdin charge.
Cartesian coordinates (Å):
Cr1 -0.06360 -0.04206 -0.18766  0.882
F1 3.80382 3.05434 3.42440  0.143
C1 3.65915 2.20267 2.41025  -0.661
F2 4.85825 1.82266 1.98887  0.159
F3 3.06100 2.85926 1.41351  0.129
S1 2.62236 0.74276 2.96054  0.601
O1 2.52645 -0.14006 1.83791  -0.271
O2 3.24634 0.26906 4.14683  -0.246
N1 1.21382 1.43045 3.31558  -0.274
S2 0.09054 1.67949 2.25690  0.629
O3 -1.14850 0.97984 2.43738  -0.267
O4 0.52307 1.71603 0.86133  -0.369
C2 -0.33351 3.46373 2.63962  -0.658
F4 0.47906 4.28284 1.97925  0.152
F5 -1.58399 3.72459 2.24597  0.137
F6 -0.23478 3.71152 3.93638  0.159
I1 -1.72195 -3.53497 -3.43697  0.917
C3 -1.68545 -3.66651 -1.34715  -0.623
C4 -2.26082 -4.72564 -0.64408  -0.214
C5 -2.23279 -4.72687 0.72700  -0.652
I2 -3.20569 -6.29822 1.73723  0.902
C6 -1.57177 -3.71114 1.45450  -0.201
C7 -1.43992 -3.64414 2.85620  -0.019
C8 -0.70173 -2.63314 3.40503  -0.005
C9 -0.10114 -1.66856 2.58676  -0.089
N2 -0.25267 -1.64595 1.27663  0.086
C10 -0.96993 -2.66159 0.71980  -0.137
C11 -1.08883 -2.59585 -0.69706  -0.444
O5 -0.63257 -1.54446 -1.30882  -0.256
H1 -2.73828 -5.53255 -1.18121  0.084
H2 -1.90700 -4.39550 3.47776  0.067
H3 -0.56324 -2.56477 4.47396  0.119
H4 0.51799 -0.91188 3.02902  0.076
N3 0.08130 0.20720 -3.48431  0.192
C12 -0.56015 1.25716 -2.94402  -0.327
C13 -1.06419 2.26883 -3.78992  -0.005
C14 -1.72487 3.34312 -3.26080  -0.053
C15 -1.91432 3.39732 -1.87689  -0.055
C16 -1.39529 2.39155 -1.10745  -0.118
N4 -0.70582 1.34015 -1.59950  0.027
H5 0.07189 0.09177 -4.48011  0.118
H6 0.32475 -0.57626 -2.89794  0.064
H7 -0.91060 2.17270 -4.85531  0.115
H8 -2.09968 4.12904 -3.90141  0.113
H9 -2.44971 4.21045 -1.41152  0.108
H10 -1.52106 2.40953 -0.03565  0.095
Br1 5.58335 -0.32293 -3.72294  0.717
C17 4.08041 -0.26018 -2.56289  -0.690
C18 3.56927 0.96574 -2.17218  -0.119
C19 2.41140 0.99832 -1.40964  -0.110
C20 1.74775 -0.17068 -1.04618  -0.236
C21 2.32548 -1.38448 -1.40051  -0.094
C22 3.49213 -1.44320 -2.15093  -0.120
H11 4.06920 1.87998 -2.46188  0.102
H12 2.01974 1.95984 -1.10083  0.099
H13 1.85522 -2.31560 -1.10431  0.109
H14 3.92897 -2.39303 -2.42715  0.101
C23 -3.73155 0.22751 0.70734  -0.094
O6 -2.65119 -0.21820 -0.11219  -0.145
H15 -4.42720 -0.59022 0.91018  0.090
H16 -4.27147 1.04876 0.22948  0.088
H17 -3.29801 0.57483 1.63986  0.067
H18 -2.99942 -0.49438 -0.96603  0.103

Total charge = 0
Spin multiplicity = 4
HOMO (spin up / spin down) = -8.10 / -8.19 eV
Orbital gap (spin up / spin down) = 0.2758 / 0.2760 Eh
Energy = -195030.3860 eV

# 3
Molecular formula: C23H18ClCoN2O4
Method: DFT, ωB97M-V/def2-TZVPD

Each line ends with the Löwdin charge.
Cartesian coordinates (Å):
Co1 -0.56207 0.33660 0.65221  0.747
O1 -1.59909 1.14511 1.99210  -0.110
C1 -1.29310 1.53805 3.16852  -0.337
C2 -2.32163 1.75878 4.12170  -0.009
C3 -2.03119 2.15481 5.39779  -0.083
C4 -0.70469 2.37837 5.79137  -0.109
C5 0.31387 2.19393 4.89350  -0.051
C6 0.05753 1.76554 3.57570  -0.142
C7 1.12604 1.51835 2.67883  -0.057
N1 1.06013 1.04060 1.47253  -0.042
C8 2.34502 0.77687 0.84313  -0.185
C9 2.38210 1.02655 -0.66125  -0.077
N2 0.20434 0.29089 -1.57516  0.035
C10 -0.52286 -0.45288 -2.53329  0.062
C11 -1.85064 -0.81246 -2.41063  -0.113
C12 -2.53497 -1.49627 -3.45500  -0.023
C13 -3.78680 -2.01474 -3.27208  -0.076
C14 -4.41760 -1.92035 -2.02370  -0.039
C15 -3.80910 -1.24392 -0.99636  0.020
C16 -2.56581 -0.60583 -1.16889  -0.266
O2 -2.10622 0.14218 -0.22661  -0.085
H1 -3.33561 1.58265 3.79743  0.112
H2 -2.83178 2.28613 6.11339  0.103
H3 -0.49704 2.67762 6.80813  0.095
H4 1.33687 2.35545 5.20355  0.108
H5 2.11675 1.74229 3.08108  0.130
H6 2.61649 -0.26506 1.04301  0.126
H7 3.11424 1.41448 1.30079  0.121
H8 3.43308 1.01560 -0.95580  0.133
H9 1.98669 2.02403 -0.86959  0.127
H10 0.05889 -0.83492 -3.36490  0.140
H11 -2.03771 -1.58850 -4.40849  0.117
H12 -4.29410 -2.51196 -4.08568  0.107
H13 -5.39145 -2.36281 -1.87704  0.114
H14 -4.27668 -1.15188 -0.02895  0.128
Cl1 3.73069 -0.23149 -5.12025  0.679
C17 3.01611 -0.64401 -3.59458  -0.676
C18 3.26741 -1.92259 -3.06785  -0.070
C19 2.68595 -2.26816 -1.85108  -0.004
C20 1.89010 -1.41551 -1.13070  -0.044
C21 1.65657 0.00146 -1.58476  -0.393
C22 2.23794 0.25914 -2.95258  -0.074
C23 1.28409 -1.96759 0.14306  -0.623
O3 1.83012 -2.93471 0.65685  0.050
O4 0.22745 -1.42830 0.61885  -0.073
H15 3.87079 -2.61951 -3.62149  0.103
H16 2.84064 -3.25352 -1.43660  0.126
H17 0.03896 1.29158 -1.69851  0.159
H18 2.04131 1.22991 -3.38168  0.121

Total charge = 0
Spin multiplicity = 5
HOMO (spin up / spin down) = -7.58 / -7.72 eV
Orbital gap (spin up / spin down) = 0.2098 / 0.2150 Eh
Energy = -85461.2715 eV

# 4
Molecular formula: C23H18CuF9N2O6S2Sb
Method: DFT, ωB97M-V/def2-TZVPD

Each line ends with the Löwdin charge.
Cartesian coordinates (Å):
Cu1 2.02093 0.81738 2.74911  0.427
N1 3.53434 -0.34706 3.27862  0.004
C1 3.69425 -1.48635 2.40441  -0.234
C2 2.52915 -2.48815 2.34649  -0.070
C3 1.46678 -1.84442 1.48849  -0.717
O1 1.44325 -1.93500 0.24470  -0.090
O2 0.59554 -1.22302 2.14980  -0.095
H1 4.31034 0.25521 3.02835  0.104
H2 3.69299 -0.57297 4.23031  0.096
H3 4.60425 -2.00435 2.61200  0.112
H4 3.84961 -1.15364 1.40821  0.107
H5 2.13099 -2.71372 3.31999  0.116
H6 2.89590 -3.42964 1.92699  0.129
F1 4.01879 4.82543 -0.72761  0.220
C4 4.26968 3.63868 -0.33800  -0.709
F2 5.00277 2.96335 -1.22186  0.136
F3 4.99247 3.68694 0.78370  0.138
S1 2.74389 2.53482 -0.10412  0.629
O3 2.13280 2.38935 -1.37709  -0.248
O4 3.18394 1.34147 0.56714  -0.299
N2 1.88753 3.53147 0.81772  -0.292
S2 0.57940 3.23497 1.49975  0.613
O5 0.60630 2.15821 2.55187  -0.365
O6 -0.63305 3.18222 0.74735  -0.272
C5 0.41175 4.72876 2.64839  -0.654
F4 0.33079 5.92483 2.05363  0.138
F5 1.50645 4.73256 3.41679  0.129
F6 -0.71544 4.62239 3.32910  0.155
F7 -0.23014 1.70111 -5.95320  0.031
C6 -0.23710 1.23473 -4.65105  -0.240
C7 0.80503 0.46742 -4.19780  0.009
C8 0.66202 -0.04909 -2.90733  -0.135
C9 -0.46467 0.15324 -2.16093  -0.314
C10 -1.49315 1.04800 -2.62667  -0.089
C11 -1.33933 1.58176 -3.86618  -0.021
Sb1 -0.77034 -0.75576 -0.20677  1.812
C12 -1.12453 -2.86095 -0.45407  -0.336
C13 -1.95505 -3.54786 0.40116  -0.145
C14 -2.20268 -4.88376 0.28236  -0.006
C15 -1.61834 -5.52181 -0.81987  -0.289
F8 -1.89417 -6.79685 -0.98932  0.087
C16 -0.70432 -4.87188 -1.66457  0.000
C17 -0.35273 -3.54957 -1.44780  -0.077
C18 -2.85577 -0.16244 0.09215  -0.395
C19 -3.88217 -0.78168 -0.58898  -0.098
C20 -5.17488 -0.19833 -0.65180  0.002
C21 -5.36021 0.88732 0.12959  -0.238
F9 -6.60846 1.49954 0.18622  0.022
C22 -4.35516 1.51637 0.88967  0.042
C23 -3.07201 0.97051 0.75330  -0.143
H7 1.60999 0.17097 -4.86658  0.128
H8 1.39788 -0.61747 -2.41284  0.087
H9 -2.34859 1.30238 -1.95465  0.111
H10 -2.06325 2.35052 -4.24072  0.141
H11 -2.52961 -2.95565 1.10862  0.108
H12 -2.80226 -5.51523 0.97021  0.135
H13 -0.22676 -5.46167 -2.41592  0.110
H14 0.35071 -2.99616 -2.01276  0.082
H15 -3.64289 -1.69127 -1.14648  0.106
H16 -5.94443 -0.82869 -1.06731  0.121
H17 -4.51216 2.32940 1.49438  0.093
H18 -2.14686 1.46316 1.16173  0.094

ΔE to the lowest compared entry with this formula, charge and spin = 17.3 kcal/mol
Total charge = 0
Spin multiplicity = 2
HOMO (spin up / spin down) = -8.02 / -9.06 eV
Orbital gap (spin up / spin down) = 0.2970 / 0.2614 Eh
Energy = -136710.1279 eV